No. 1
Formula: C44H26BrCl85O5S
Source: the OMol25 dataset
Level of theory: the ωB97M-V functional and the def2-TZVPD basis

```
162
Properties=species:S:1:pos:R:3:mulliken_charge:R:1
C 0.830 -3.548 -0.226 -1.03
C 0.014 -2.686 -0.479 0.44
C -0.919 -1.601 -0.936 -1.05
C -1.836 -1.113 0.195 0.84
C -1.404 -0.511 1.306 0.45
C 0.090 -0.208 1.517 -0.06
Br 0.765 1.079 0.160 -0.08
C 0.399 0.431 2.893 -0.48
C -0.194 1.866 3.110 -0.65
C -2.474 -0.152 2.329 -0.16
O -2.355 -0.241 3.524 -0.27
C -3.824 0.310 1.739 -0.37
C -4.610 1.278 2.367 0.35
Cl -4.101 1.996 3.896 0.27
C -5.829 1.681 1.765 1.11
C -6.676 2.734 2.471 -1.73
C -7.694 2.017 3.436 0.24
C -7.318 2.181 4.936 -1.09
O -8.956 2.701 3.264 -0.57
C -6.218 1.103 0.540 0.24
C -7.515 1.606 -0.089 -1.29
S -7.375 3.309 -0.796 -0.29
C -5.648 3.627 -1.320 -0.27
C -4.784 4.346 -0.223 -0.91
C -5.443 0.102 -0.080 0.48
C -5.915 -0.490 -1.405 -1.46
O -5.984 0.586 -2.353 0.13
O -6.736 0.077 -3.423 -0.46
C -4.251 -0.290 0.527 0.62
C -3.329 -1.370 -0.047 -0.45
O -3.721 -2.357 -0.618 -0.55
H 1.246 -4.537 -0.010 0.49
H -0.387 -0.785 -1.447 0.44
H -1.544 -2.087 -1.712 0.29
H 0.688 -1.134 1.464 0.37
H 0.096 -0.185 3.750 0.06
H 1.500 0.532 2.945 0.17
H -0.742 2.260 2.240 0.28
H -0.936 1.800 3.931 -0.08
H 0.587 2.560 3.467 0.38
H -6.083 3.415 3.099 1.01
H -7.286 3.331 1.778 0.30
H -7.871 0.963 3.152 0.19
H -6.933 3.196 5.118 0.10
H -8.246 2.099 5.538 0.45
H -6.624 1.404 5.295 0.18
H -9.588 2.332 3.892 0.40
H -8.294 1.677 0.693 0.53
H -7.910 0.944 -0.874 0.38
H -5.119 2.752 -1.724 0.15
H -5.712 4.355 -2.148 0.58
H -4.838 5.445 -0.321 0.33
H -3.741 3.987 -0.318 0.27
H -5.114 4.111 0.801 0.08
H -5.258 -1.268 -1.814 0.42
H -6.956 -0.838 -1.254 0.39
H -7.239 0.816 -3.800 0.23
C 4.552 -0.199 0.126 0.18
Cl 4.178 0.644 1.647 -0.11
Cl 6.236 -0.732 0.139 0.08
Cl 3.491 -1.606 -0.044 -0.02
Cl 4.295 0.903 -1.237 -0.11
C 1.559 -7.883 -1.374 0.28
Cl 2.667 -7.658 -2.733 -0.11
Cl 2.366 -8.808 -0.099 -0.11
Cl 1.062 -6.297 -0.748 -0.13
Cl 0.116 -8.743 -1.915 -0.04
C -3.255 4.538 6.802 0.29
Cl -4.867 4.774 6.115 -0.07
Cl -2.171 5.799 6.201 -0.11
Cl -3.349 4.632 8.566 -0.10
Cl -2.629 2.950 6.329 -0.04
C 7.944 0.287 4.049 0.06
Cl 6.356 0.388 3.273 0.03
Cl 8.963 1.608 3.454 0.02
Cl 7.763 0.422 5.807 -0.09
Cl 8.695 -1.265 3.650 -0.07
C -5.512 2.838 -5.959 0.04
Cl -5.867 4.099 -7.145 0.14
Cl -6.362 3.187 -4.443 0.05
Cl -6.050 1.269 -6.587 -0.02
Cl -3.765 2.793 -5.647 -0.15
C -5.885 -2.970 3.887 0.17
Cl -5.502 -4.636 3.426 -0.10
Cl -5.260 -2.651 5.510 -0.06
Cl -5.155 -1.851 2.720 0.10
Cl -7.643 -2.746 3.882 -0.13
C 9.529 -4.904 5.925 0.31
Cl 10.698 -4.628 4.624 -0.10
Cl 10.306 -5.806 7.235 -0.10
Cl 8.957 -3.348 6.538 -0.02
Cl 8.159 -5.833 5.300 -0.10
C 8.140 -2.511 -2.917 0.29
Cl 8.539 -4.177 -3.361 -0.10
Cl 8.782 -2.161 -1.301 -0.06
Cl 8.864 -1.398 -4.082 -0.07
Cl 6.383 -2.308 -2.921 -0.08
C -1.139 -2.673 6.786 0.27
Cl -2.005 -3.122 5.313 -0.05
Cl -0.245 -4.073 7.397 -0.11
Cl -0.005 -1.359 6.440 -0.09
Cl -2.302 -2.136 8.009 -0.11
C -3.431 -10.686 0.207 0.31
Cl -4.408 -10.792 1.680 -0.10
Cl -3.259 -12.298 -0.503 -0.10
Cl -4.227 -9.612 -0.952 -0.06
Cl -1.833 -10.047 0.611 -0.06
C 10.236 5.436 1.482 0.30
Cl 11.005 6.881 2.157 -0.11
Cl 10.324 4.120 2.665 -0.02
Cl 8.542 5.789 1.115 -0.12
Cl 11.071 4.954 0.003 -0.04
C 10.247 9.342 5.840 0.29
Cl 11.725 9.768 6.717 -0.11
Cl 9.376 10.819 5.400 -0.10
Cl 10.665 8.441 4.372 -0.01
Cl 9.222 8.331 6.865 -0.05
C 11.110 1.510 -2.091 0.30
Cl 9.527 1.622 -2.876 -0.08
Cl 12.142 2.834 -2.659 -0.11
Cl 10.917 1.632 -0.337 -0.02
Cl 11.863 -0.038 -2.496 -0.09
C -2.461 -0.573 -8.579 0.30
Cl -2.493 -0.487 -10.350 -0.12
Cl -0.825 -0.965 -8.036 -0.08
Cl -2.950 0.987 -7.903 -0.06
Cl -3.582 -1.827 -8.030 -0.11
C -3.325 -6.360 -3.306 0.18
Cl -2.218 -6.164 -4.675 -0.11
Cl -2.541 -7.322 -2.048 0.03
Cl -3.744 -4.771 -2.651 0.02
Cl -4.796 -7.186 -3.850 -0.11
C 9.739 4.196 8.055 0.33
Cl 9.648 4.310 6.292 -0.02
Cl 11.398 3.818 8.537 -0.09
Cl 9.258 5.738 8.774 -0.11
Cl 8.641 2.917 8.620 -0.12
C -10.306 3.743 -6.286 0.25
Cl -11.585 2.901 -5.399 -0.11
Cl -9.900 5.249 -5.451 -0.09
Cl -8.869 2.716 -6.371 0.04
Cl -10.866 4.109 -7.925 -0.09
C -6.448 6.916 -9.848 0.31
Cl -6.888 7.073 -11.555 -0.10
Cl -4.929 6.020 -9.716 -0.09
Cl -6.245 8.525 -9.141 -0.09
Cl -7.735 6.052 -8.987 -0.04
C 1.763 -3.487 -10.243 0.36
Cl 3.145 -3.389 -11.367 -0.13
Cl 2.321 -3.109 -8.605 -0.10
Cl 0.535 -2.315 -10.731 -0.04
Cl 1.060 -5.106 -10.255 -0.09
C 11.920 -0.336 9.188 0.19
Cl 13.413 0.032 8.309 -0.11
Cl 12.264 -0.423 10.923 -0.11
Cl 10.729 0.938 8.888 0.06
Cl 11.278 -1.889 8.635 -0.04
C 2.094 -7.359 -13.695 0.30
Cl 2.758 -5.914 -12.922 0.00
Cl 2.145 -8.713 -12.556 -0.10
Cl 0.417 -7.052 -14.170 -0.10
Cl 3.050 -7.759 -15.131 -0.11
```

The calculation puts the HOMO energy at -8.7 eV.

=====

No. 2
Formula: C17H11FIrN2O6S
Source: the OMol25 dataset
Level of theory: the ωB97M-V functional and the def2-TZVPD basis

```
39
Properties=species:S:1:pos:R:3:lowdin_spin:R:1
Ir -8.957 -15.228 0.802 1.80
O -11.948 -13.403 2.619 0.04
C -11.313 -14.170 1.893 0.02
O -10.031 -14.398 2.169 0.21
C -11.715 -15.111 0.696 0.01
O -12.870 -15.459 0.483 0.04
O -10.654 -15.419 -0.082 0.10
O -9.463 -18.143 -0.899 0.02
S -8.550 -17.424 -1.715 0.03
O -7.394 -18.080 -2.356 0.01
N -8.104 -16.035 -0.784 0.27
C -6.774 -15.530 -0.882 0.33
C -6.042 -15.468 -2.059 0.13
C -5.084 -14.479 -2.240 0.25
C -4.897 -13.478 -1.329 0.24
C -5.543 -13.555 -0.074 0.10
C -5.229 -12.782 1.057 0.34
C -5.795 -13.087 2.311 0.17
C -6.808 -14.012 2.439 0.26
N -7.218 -14.604 1.317 0.38
C -6.202 -14.911 0.306 0.10
C -9.482 -16.582 -2.983 0.00
C -10.840 -16.614 -2.871 0.00
C -11.638 -16.057 -3.902 0.00
C -10.998 -15.700 -5.081 0.00
C -9.591 -15.592 -5.157 0.00
C -8.885 -16.085 -4.096 0.00
H -6.298 -16.214 -2.799 0.00
H -4.463 -14.393 -3.130 0.01
H -4.338 -12.580 -1.635 0.01
H -4.373 -12.115 0.988 0.01
H -5.461 -12.544 3.162 0.00
H -7.240 -14.216 3.436 0.01
H -11.379 -17.156 -2.054 0.00
H -12.722 -15.949 -3.753 0.00
H -11.665 -15.638 -5.929 0.00
H -9.218 -14.979 -5.972 0.00
H -7.770 -16.054 -4.032 0.00
F -5.304 -15.887 1.010 0.10
```

Its multiplicity is 6. As for the expectation value of S²: 8.78. The calculation puts the HOMO energy (alpha / beta) at -6.7 / -9.5 eV.

=====

No. 3
Formula: C32H30Cl5N2NiO5PS2
Source: the OMol25 dataset
Level of theory: the ωB97M-V functional and the def2-TZVPD basis

```
78
Properties=species:S:1:pos:R:3:mulliken_charge:R:1
Ni 0.465 0.574 -0.241 0.83
O -3.158 2.471 0.527 -0.76
S -2.743 1.101 0.754 1.10
O -3.433 0.466 1.862 -0.76
O -1.279 0.943 0.813 -0.45
C -3.222 0.186 -0.712 -0.03
C -4.398 -0.543 -0.651 -0.34
C -4.822 -1.284 -1.743 -0.78
C -4.056 -1.299 -2.897 -0.62
C -2.883 -0.561 -2.963 -0.49
C -2.449 0.199 -1.880 0.01
P -0.884 1.160 -1.964 0.95
C -1.486 2.884 -1.947 0.51
C -0.667 3.845 -1.366 -0.36
C -1.064 5.175 -1.338 -0.72
C -2.283 5.549 -1.883 -0.49
C -3.108 4.590 -2.457 -0.75
C -2.711 3.264 -2.487 -0.11
C -0.366 0.947 -3.707 0.26
C 0.405 -0.181 -3.987 0.79
C 0.889 -0.405 -5.265 -0.59
C 0.624 0.507 -6.278 -0.56
C -0.124 1.644 -6.003 -0.60
C -0.617 1.864 -4.723 -0.69
H -4.948 -0.553 0.281 0.47
H -5.733 -1.868 -1.681 0.33
H -4.356 -1.898 -3.749 0.40
H -2.290 -0.595 -3.866 0.36
H 0.276 3.538 -0.930 0.21
H -0.424 5.916 -0.876 0.37
H -2.598 6.586 -1.848 0.33
H -4.072 4.874 -2.865 0.39
H -3.367 2.511 -2.910 0.41
H 0.648 -0.865 -3.185 -0.71
H 1.493 -1.284 -5.454 0.49
H 1.013 0.342 -7.276 0.33
H -0.319 2.369 -6.785 0.36
H -1.187 2.760 -4.517 0.31
C -1.411 -2.425 4.133 -0.53
N -2.619 -3.057 3.661 0.17
C -3.845 -2.974 4.428 -0.62
C -4.791 -3.827 3.586 -0.59
N -4.228 -3.618 2.265 -0.17
C -2.880 -3.315 2.355 -0.45
S -1.854 -3.253 1.066 0.05
H -0.861 -3.090 4.804 0.25
H -1.660 -1.495 4.645 0.34
H -0.790 -2.180 3.278 -0.11
H -4.178 -1.932 4.479 0.32
H -3.712 -3.364 5.439 0.37
H -5.826 -3.488 3.645 0.32
H -4.742 -4.881 3.894 0.28
H -4.487 -4.192 1.482 0.28
Cl 3.942 1.308 2.437 -0.27
C 3.746 -0.328 1.814 0.79
C 4.891 -1.109 1.738 -0.67
C 4.802 -2.410 1.275 -0.35
C 3.557 -2.910 0.899 -0.80
C 2.433 -2.116 0.988 0.18
C 2.480 -0.785 1.442 0.02
C 1.251 0.019 1.447 -0.41
H 5.841 -0.685 2.037 0.38
H 5.694 -3.020 1.197 0.33
H 3.464 -3.916 0.509 0.33
H 1.467 -2.497 0.672 0.35
H 1.297 0.889 2.101 0.69
H 0.402 -0.613 1.709 -1.05
Cl -1.596 -4.199 -2.649 -0.15
C 0.158 -4.254 -2.402 0.87
Cl 0.517 -5.362 -1.044 -0.19
Cl 0.909 -4.919 -3.881 -0.21
C 0.765 -2.811 -2.007 -0.01
O 1.925 -2.639 -2.376 -0.77
O -0.035 -2.114 -1.371 -0.35
Cl 2.381 2.070 -2.284 -0.27
C 2.204 0.808 -0.935 -0.55
H 2.531 -0.133 -1.385 0.23
H 2.940 1.147 -0.213 0.55
```

As for the total charge: -2. The calculation puts the HOMO energy (alpha / beta) at -2.1 / -2.1 eV.

=====

No. 4
Formula: H3O2PS
Source: the OMol25 dataset
Level of theory: the ωB97M-V functional and the def2-TZVPD basis

```
7
Properties=species:S:1:pos:R:3:mulliken_charge:R:1
O 1.119 -1.579 -1.319 -0.45
O -2.263 0.449 0.444 -0.62
P 0.899 -1.058 0.044 0.48
S 1.738 0.816 0.059 -0.25
H -2.011 1.121 1.153 0.33
H -1.929 -0.333 0.762 0.29
H 2.446 0.585 -1.143 0.22
```

The structure (SMILES) is O=PS.O. The calculation puts the HOMO energy at -10.1 eV.

=====

No. 5
Formula: C18H31N2SeTb
Source: the OMol25 dataset
Level of theory: the ωB97M-V functional and the def2-TZVPD basis

```
53
Properties=species:S:1:pos:R:3:lowdin_spin:R:1
C 1.622 2.585 -0.430 -0.01
H 2.028 3.421 0.171 0.00
H 2.214 2.478 -1.362 0.00
H 1.781 1.719 0.198 0.00
C 0.167 2.872 -0.866 -0.01
H -0.263 2.050 -1.500 -0.01
H -0.526 2.968 -0.007 0.00
C 0.180 4.155 -1.701 0.00
H -0.804 4.553 -1.959 0.00
H 0.725 4.934 -1.161 0.00
H 0.716 3.963 -2.631 0.00
C -0.825 -2.012 -1.209 -0.02
C -1.232 -0.978 -2.134 -0.02
C -0.041 -0.294 -2.574 -0.02
C 1.087 -0.890 -1.911 -0.02
C 0.602 -1.948 -1.074 -0.02
C 1.447 -2.881 -0.285 0.00
C 2.510 -0.633 -2.245 0.00
C 0.044 0.748 -3.637 0.00
C -2.641 -0.599 -2.456 0.00
C -1.730 -2.949 -0.480 0.00
Tb -0.410 0.113 -0.185 6.18
H 3.174 -0.890 -1.416 0.00
H 2.823 -1.234 -3.112 0.00
H 2.690 0.416 -2.496 0.00
H 2.401 -2.420 -0.015 0.00
H 0.955 -3.188 0.643 0.00
H 1.680 -3.800 -0.842 0.00
H -2.713 -2.487 -0.304 0.00
H -1.901 -3.887 -1.035 0.00
H -1.297 -3.220 0.496 0.00
H -2.684 0.413 -2.891 0.00
H -3.097 -1.295 -3.184 0.00
H -3.274 -0.615 -1.548 0.00
H 0.811 1.510 -3.420 0.00
H 0.317 0.285 -4.599 0.00
H -0.915 1.264 -3.779 0.00
C -2.599 -1.367 3.468 0.00
N -1.217 -0.939 3.580 0.00
C -0.301 -1.489 4.463 0.00
C 0.831 -0.745 4.364 0.00
N 0.618 0.239 3.434 0.00
C 1.563 1.301 3.135 0.00
C -0.658 0.137 2.936 -0.01
Se -1.622 1.451 2.011 -0.02
H -3.123 -0.699 2.777 0.00
H -3.072 -1.315 4.455 0.00
H -2.650 -2.399 3.096 0.00
H -0.554 -2.308 5.101 0.00
H 1.759 -0.812 4.914 0.00
H 1.919 1.724 4.078 0.00
H 2.415 0.911 2.566 0.00
H 1.068 2.085 2.563 0.00
```

As for the total charge: +2. Its multiplicity is 7. As for the expectation value of S²: 12.76. The calculation puts the HOMO energy (alpha / beta) at -14.9 / -14.9 eV.

=====

No. 6
Formula: C8H6
Source: the OMol25 dataset
Level of theory: the ωB97M-V functional and the def2-TZVPD basis

```
14
Properties=species:S:1:pos:R:3:mulliken_charge:R:1
C -2.214 -0.018 0.229 -0.33
C -1.441 -1.099 -0.061 -0.48
C -0.080 -0.689 -0.115 0.34
C 1.278 -1.160 0.002 -0.51
C 2.246 -0.160 0.115 -0.54
C 1.547 1.061 -0.030 -0.40
C -0.008 0.697 -0.242 0.14
C -1.250 1.321 -0.135 -0.37
H -3.360 0.117 0.241 0.30
H -1.929 -2.231 -0.270 0.21
H 1.463 -2.160 -0.122 0.46
H 3.226 -0.047 0.067 0.53
H 2.103 2.002 0.245 0.31
H -1.583 2.364 0.076 0.35
```

The structure (SMILES) is C1=CC2=CC=CC2=C1. The calculation puts the HOMO energy at -7.8 eV.

=====

Number 1: energy -44156.41693 hartree. Number 2: energy -1817.49262 hartree. Number 3: energy -6670.23840 hartree. Number 4: energy -891.82228 hartree. Number 5: energy -4039.34984 hartree. Number 6: energy -308.24820 hartree.